Below is 2 unconnected molecules or ions with the total composition C18H19N3O2 in a non-equilibrium geometry, with properties calculated with ωB97M-V/def2-TZVPD.

E_tot = -27533.3918 eV
Lowest unoccupied orbital energy = -2.781 eV
Spin multiplicity = 1
Energy above the lowest of the compared OMol25 structures with the same formula, charge and spin = 186.9 kcal/mol

Last column: Mulliken charge in e.
Geometry (Å):
1 C -0.609 0.109 -2.841  -0.93
2 N -1.588 -0.006 -1.759  0.18
3 C -1.834 1.208 -0.973  -1.06
4 C -1.895 -1.247 -1.252  -0.37
5 C -2.801 -1.481 -0.182  0.50
6 C -3.999 -0.735 -0.028  -0.27
7 C -4.819 -0.934 1.055  -0.62
8 C -4.473 -1.853 2.036  -0.37
9 C -3.318 -2.611 1.904  -0.65
10 C -2.509 -2.460 0.804  -0.28
11 H -0.347 1.149 -3.019  0.37
12 H 0.298 -0.436 -2.588  0.38
13 H -1.017 -0.303 -3.761  0.33
14 H -1.206 2.030 -1.314  0.37
15 H -2.875 1.513 -1.055  0.28
16 H -1.605 1.015 0.074  0.51
17 H -1.286 -2.070 -1.592  0.47
18 H -4.292 -0.043 -0.799  0.47
19 H -5.735 -0.372 1.148  0.41
20 H -5.100 -1.976 2.903  0.40
21 H -3.050 -3.317 2.673  0.41
22 H -1.616 -3.052 0.698  0.40
23 C 0.991 -0.888 2.262  -1.46
24 C 1.280 0.471 1.737  0.52
25 C 0.517 1.479 2.175  0.47
26 N -0.157 2.382 2.549  -0.79
27 C 2.318 0.747 0.803  1.22
28 C 3.167 -0.245 0.270  -0.59
29 C 4.144 0.082 -0.628  -0.61
30 C 4.325 1.394 -1.029  -0.32
31 N 5.363 1.713 -1.993  0.96
32 O 5.505 2.891 -2.346  -0.64
33 O 6.073 0.795 -2.428  -0.65
34 C 3.505 2.386 -0.519  -0.46
35 C 2.523 2.074 0.377  -0.88
36 H 1.646 -1.648 1.837  0.31
37 H 1.119 -0.904 3.346  0.32
38 H -0.040 -1.162 2.026  0.08
39 H 3.062 -1.275 0.552  0.21
40 H 4.788 -0.674 -1.044  0.48
41 H 3.651 3.401 -0.844  0.48
42 H 1.893 2.854 0.765  0.40

***

Below is 5 unconnected molecules or ions with the total composition C38H44N2OSi in a non-equilibrium geometry, with properties calculated with ωB97M-V/def2-TZVPD.

E_tot = -53012.4131 eV
Lowest unoccupied orbital energy = -1.335 eV
Spin multiplicity = 1
SMILES = CCOCc1cnc2c([Si](C)(C)C)cccc2n1.c1ccccc1.c1ccccc1.c1ccccc1.c1ccccc1

Last column: Mulliken charge in e.
Geometry (Å):
1 C 5.983 -0.727 -0.326  -0.70
2 C 5.647 0.763 0.270  0.07
3 O 5.446 1.811 -0.744  -0.39
4 C 4.366 1.481 -1.686  -0.58
5 C 2.903 1.184 -0.949  0.46
6 C 2.253 -0.306 -1.021  -0.29
7 N 0.948 -0.728 -0.407  -0.14
8 C 0.335 0.440 0.312  0.09
9 C -1.104 0.150 1.105  0.48
10 Si -1.867 -1.636 1.006  0.49
11 C -3.662 -1.731 1.765  -0.97
12 C -1.986 -2.349 -0.779  -0.58
13 C -0.754 -2.800 2.068  -1.02
14 C -1.895 1.303 1.967  -0.47
15 C -1.294 2.849 2.038  -0.26
16 C 0.133 3.131 1.221  -0.46
17 C 0.948 1.945 0.381  0.39
18 N 2.244 2.347 -0.263  -0.50
19 H 5.184 -1.151 -1.074  0.14
20 H 5.973 -1.469 0.608  0.28
21 H 7.078 -0.820 -0.775  0.23
22 H 4.779 0.647 1.046  0.25
23 H 6.605 1.094 0.899  -0.03
24 H 4.650 0.635 -2.470  0.29
25 H 4.190 2.463 -2.342  0.33
26 H 2.857 -1.133 -1.625  0.19
27 H -3.633 -1.088 2.743  0.23
28 H -3.924 -2.858 2.052  0.28
29 H -4.431 -1.355 0.957  0.24
30 H -0.891 -2.614 -1.168  0.26
31 H -2.671 -3.326 -0.744  0.25
32 H -2.474 -1.607 -1.572  -0.02
33 H -0.041 -3.453 1.397  0.27
34 H -0.050 -2.202 2.818  0.29
35 H -1.385 -3.533 2.759  0.28
36 H -2.904 1.063 2.512  0.09
37 H -1.835 3.706 2.646  0.20
38 H 0.522 4.254 1.289  0.28
39 C -3.467 6.925 4.836  -0.41
40 C -2.397 6.253 4.247  -0.30
41 C -1.463 5.591 5.044  -0.30
42 C -1.597 5.606 6.432  -0.45
43 C -2.662 6.286 7.023  -0.33
44 C -3.598 6.945 6.225  -0.36
45 H -4.198 7.435 4.215  0.35
46 H -2.291 6.243 3.165  0.40
47 H -0.632 5.064 4.584  0.37
48 H -0.872 5.088 7.054  0.36
49 H -2.763 6.303 8.105  0.35
50 H -4.429 7.473 6.685  0.35
51 C 9.471 -1.111 2.660  -0.45
52 C 9.228 0.163 2.147  -0.31
53 C 8.931 1.218 3.008  -0.40
54 C 8.873 0.999 4.385  -0.41
55 C 9.107 -0.276 4.898  -0.36
56 C 9.407 -1.331 4.037  -0.36
57 H 9.708 -1.932 1.989  0.36
58 H 9.270 0.333 1.074  0.45
59 H 8.745 2.211 2.608  0.41
60 H 8.645 1.822 5.057  0.35
61 H 9.056 -0.448 5.970  0.35
62 H 9.592 -2.325 4.437  0.36
63 C -4.760 -0.867 -5.970  -0.55
64 C -5.021 -0.126 -4.818  -0.35
65 C -3.991 0.156 -3.921  -0.46
66 C -2.700 -0.306 -4.175  -0.38
67 C -2.441 -1.055 -5.322  -0.49
68 C -3.470 -1.334 -6.221  -0.33
69 H -5.562 -1.081 -6.672  0.40
70 H -6.028 0.232 -4.619  0.38
71 H -4.195 0.736 -3.025  0.40
72 H -1.897 -0.084 -3.477  0.60
73 H -1.435 -1.420 -5.517  0.37
74 H -3.267 -1.915 -7.117  0.41
75 C -6.646 -4.066 -4.916  -0.45
76 C -5.252 -4.040 -4.916  -0.25
77 C -4.534 -5.126 -5.417  -0.49
78 C -5.211 -6.240 -5.913  -0.35
79 C -6.605 -6.270 -5.904  -0.40
80 C -7.323 -5.182 -5.407  -0.35
81 H -7.205 -3.217 -4.532  0.38
82 H -4.724 -3.173 -4.527  0.47
83 H -3.447 -5.105 -5.420  0.38
84 H -4.652 -7.086 -6.305  0.35
85 H -7.133 -7.140 -6.285  0.35
86 H -8.410 -5.204 -5.403  0.35

***

Below is a single C5H6O2 molecule, with properties calculated with ωB97M-V/def2-TZVPD.

E_tot = -9373.3769 eV
Lowest unoccupied orbital energy = 0.754 eV
Spin multiplicity = 1
Energy above the lowest of the compared OMol25 structures with the same formula, charge and spin = 85.8 kcal/mol

Last column: Mulliken charge in e.
Geometry (Å):
1 C -0.814 -0.489 1.077  -1.22
2 C -0.149 -0.048 -0.221  0.34
3 O 1.220 0.371 0.073  -0.04
4 C 1.593 1.592 0.368  -0.32
5 O 0.532 2.413 0.370  -0.38
6 C -0.017 -1.150 -1.179  -0.70
7 C 0.109 -2.068 -1.947  0.17
8 H -0.202 -1.257 1.558  0.33
9 H -1.804 -0.909 0.874  0.35
10 H -0.921 0.364 1.753  0.32
11 H -0.697 0.782 -0.676  0.29
12 H 0.911 3.278 0.580  0.42
13 H 0.239 -2.878 -2.631  0.43

***

Below is a single C20H16ClF3N2O2S2 molecule in a non-equilibrium geometry, with properties calculated with ωB97M-V/def2-TZVPD.

E_tot = -70419.5863 eV
Lowest unoccupied orbital energy = -0.513 eV
Spin multiplicity = 1
SMILES = CCSC1=N[C@](O)(C(F)(F)F)[C@@H](C(=O)c2cccs2)[C@H](c2ccccc2Cl)[C@H]1C#N
Energy above the lowest of the compared OMol25 structures with the same formula, charge and spin = 23.8 kcal/mol

Last column: Mulliken charge in e.
Geometry (Å):
1 C 4.930 -0.073 -4.413  -1.32
2 C 3.635 0.087 -3.646  -0.17
3 S 3.913 -0.046 -1.805  -0.11
4 C 2.195 -0.032 -1.311  0.17
5 N 1.377 0.644 -2.084  -0.62
6 C -0.089 0.655 -1.902  0.73
7 O -0.419 -0.505 -2.682  -0.70
8 C -0.739 1.991 -2.448  0.39
9 F -0.348 3.007 -1.632  -0.28
10 F -2.070 1.963 -2.491  -0.24
11 F -0.286 2.274 -3.696  -0.28
12 C -0.535 0.401 -0.413  0.05
13 C -2.042 0.130 -0.296  0.35
14 O -2.600 -0.578 -1.116  -0.75
15 C -2.810 0.536 0.897  0.22
16 C -2.596 1.680 1.661  -0.36
17 C -3.662 1.853 2.628  -0.62
18 C -4.640 0.918 2.595  -0.43
19 S -4.261 -0.334 1.397  -0.08
20 C 0.249 -0.771 0.227  -0.76
21 C -0.170 -0.994 1.699  -0.02
22 C 0.164 -0.035 2.704  -0.04
23 C -0.245 -0.184 4.017  -0.96
24 C -1.047 -1.271 4.356  -0.45
25 C -1.340 -2.277 3.428  -0.64
26 C -0.892 -2.154 2.110  0.61
27 Cl -1.425 -3.433 0.997  -0.21
28 C 1.790 -0.649 0.010  0.43
29 C 2.424 -1.951 0.211  -0.16
30 N 2.881 -2.943 0.490  -0.53
31 H 5.623 0.733 -4.110  0.32
32 H 5.369 -1.042 -4.213  0.36
33 H 4.795 -0.038 -5.491  0.37
34 H 2.865 -0.638 -3.988  0.32
35 H 3.252 1.085 -3.866  0.30
36 H -1.392 -0.691 -2.621  0.46
37 H -0.333 1.327 0.141  0.54
38 H -1.844 2.476 1.463  0.41
39 H -3.720 2.711 3.304  0.38
40 H -5.527 0.920 3.238  0.45
41 H -0.031 -1.650 -0.326  0.89
42 H 0.734 0.835 2.398  0.39
43 H -0.093 0.588 4.780  0.35
44 H -1.418 -1.353 5.377  0.40
45 H -1.866 -3.180 3.681  0.47
46 H 2.244 0.008 0.741  0.39

***

Below is a single C5H9NO molecule in a non-equilibrium geometry, with properties calculated with ωB97M-V/def2-TZVPD.

E_tot = -8865.5447 eV
Lowest unoccupied orbital energy = 1.146 eV
Spin multiplicity = 1
SMILES = C1CN2C[C@@H]2CO1
Energy above the lowest of the compared OMol25 structures with the same formula, charge and spin = 84.6 kcal/mol

Last column: Mulliken charge in e.
Geometry (Å):
1 C 0.975 0.015 1.318  -0.42
2 C 1.068 -1.019 0.151  -0.53
3 N 0.482 -0.234 -0.909  -0.29
4 C -0.464 -0.421 -1.978  -0.17
5 C -0.907 -0.031 -0.613  -0.26
6 C -0.900 1.162 0.313  -0.55
7 O -0.323 0.582 1.491  -0.38
8 H 1.691 0.846 1.149  0.30
9 H 1.216 -0.396 2.319  0.32
10 H 2.086 -1.307 -0.088  0.37
11 H 0.455 -1.891 0.426  0.30
12 H -0.875 -1.420 -2.239  0.27
13 H -0.385 0.321 -2.763  0.25
14 H -1.368 -0.864 -0.010  0.22
15 H -0.300 1.989 -0.115  0.31
16 H -1.952 1.475 0.620  0.29

***

Below is 2 unconnected molecules or ions with the total composition C11H24N3O4P2S in a non-equilibrium geometry, with properties calculated with ωB97M-V/def2-TZVPD.

E_tot = -53868.1460 eV
Total charge = -1
Lowest unoccupied orbital energy = 1.312 eV
Spin multiplicity = 1

Last column: Mulliken charge in e.
Geometry (Å):
1 C 2.588 1.435 2.767  -1.07
2 C 2.331 -0.087 2.591  -0.62
3 P 2.021 -0.557 0.836  0.11
4 C 1.459 -2.289 0.907  -0.90
5 C 0.480 0.372 0.532  -0.88
6 C -0.347 1.018 1.452  0.41
7 N -1.367 1.628 0.753  0.35
8 C -2.464 2.457 1.252  -0.83
9 C -3.432 1.745 2.190  -0.46
10 N -2.868 1.331 3.466  -0.55
11 C -1.188 1.349 -0.548  -0.16
12 N -0.091 0.597 -0.707  0.14
13 P 0.656 -0.115 -2.196  -0.02
14 C -0.309 -1.633 -2.453  -0.67
15 C 0.036 1.055 -3.485  -0.75
16 C 0.854 2.358 -3.529  -1.07
17 H 3.639 1.645 2.968  0.34
18 H 2.269 1.995 1.886  0.32
19 H 2.015 1.825 3.615  0.26
20 H 3.200 -0.641 2.945  0.47
21 H 1.490 -0.376 3.237  0.32
22 H 1.997 -2.838 1.686  0.45
23 H 1.661 -2.783 -0.053  0.14
24 H 0.394 -2.375 1.140  0.36
25 H -0.234 1.067 2.520  0.31
26 H -2.036 3.321 1.773  0.35
27 H -2.994 2.852 0.383  0.34
28 H -4.239 2.466 2.382  0.29
29 H -3.908 0.905 1.675  0.33
30 H -1.956 1.711 3.656  0.26
31 H -2.878 0.333 3.601  0.29
32 H -1.834 1.662 -1.353  0.37
33 H -1.006 -1.823 -1.635  0.36
34 H -0.849 -1.551 -3.400  0.51
35 H 0.412 -2.472 -2.479  -0.03
36 H 0.113 0.496 -4.419  0.47
37 H -1.015 1.291 -3.286  0.44
38 H 1.800 2.272 -2.987  0.34
39 H 1.102 2.649 -4.554  0.34
40 H 0.291 3.192 -3.100  0.24
41 O -0.506 -4.521 -2.286  -0.78
42 S 0.837 -5.123 -2.012  1.25
43 O 1.854 -3.997 -2.039  -0.84
44 O 1.175 -6.128 -3.037  -0.76
45 O 0.849 -5.718 -0.651  -0.78